Below is a 8-piece molecular cluster, C32H82BO8 overall, with properties calculated with the ωB97M-V functional and the def2-TZVPD basis.

Each line ends with the Mulliken charge.
Element x y z (Å)
C 3.9624 0.3072 -4.3746  -0.93
C 3.9436 1.8506 -4.5231  1.44
C 4.4991 2.2772 -5.9245  -1.35
C 2.5864 2.5210 -4.1631  -1.19
B 1.2654 1.9796 -5.0061  0.65
O 1.6097 1.1841 -6.2302  -0.63
H 5.0142 -0.0360 -4.3102  0.43
H 3.3853 -0.0113 -3.4947  -0.09
H 3.5729 -0.1532 -5.2952  0.13
H 4.6883 2.2310 -3.7881  0.12
H 3.9609 3.1439 -6.3257  0.31
H 5.5576 2.5635 -5.7956  0.42
H 4.4761 1.4275 -6.6235  0.14
H 2.7132 3.6180 -4.2896  0.23
H 2.3986 2.3426 -3.0796  -0.06
H 0.6335 2.9745 -5.3514  -0.31
H 0.5619 1.3321 -4.2444  -0.43
H 1.1641 0.3575 -6.1374  0.19
C -1.1992 -0.5731 -1.3711  -0.98
C -0.1905 -1.5027 -2.0218  -0.32
O 1.1537 -1.1057 -1.8317  -0.38
C 1.6043 -1.0257 -0.4962  -0.07
C 1.5181 -2.3370 0.2649  -0.64
H -1.0727 0.4439 -1.7480  0.28
H -2.2162 -0.9056 -1.5873  0.42
H -1.0822 -0.5375 -0.2852  0.14
H -0.3540 -1.5034 -3.0997  0.41
H -0.3363 -2.5357 -1.6834  0.26
H 1.0675 -0.2319 0.0368  0.26
H 2.6485 -0.7123 -0.5489  0.03
H 0.4889 -2.6898 0.3520  -0.18
H 1.9169 -2.2168 1.2748  0.35
H 2.0895 -3.1140 -0.2479  0.33
C 2.7709 0.8145 3.7600  -1.13
C 1.3524 0.2718 3.7987  -0.31
O 1.2811 -1.1353 3.9516  -0.31
C 1.8584 -1.6700 5.1274  -0.41
C 1.2308 -1.1445 6.4074  -0.94
H 3.3365 0.3448 2.9525  0.27
H 2.7611 1.8933 3.5989  0.37
H 3.3090 0.6205 4.6895  0.30
H 0.8612 0.4968 2.8509  0.34
H 0.7649 0.7695 4.5783  0.31
H 2.9419 -1.5072 5.1264  0.33
H 1.7067 -2.7492 5.0748  0.36
H 1.3599 -0.0661 6.5137  0.29
H 1.6874 -1.6229 7.2758  0.42
H 0.1582 -1.3502 6.4174  0.12
C -3.1982 -6.9296 0.4660  -1.08
C -2.1299 -5.9621 -0.0151  -0.34
O -2.4658 -4.6009 0.1729  -0.43
C -2.6957 -4.1925 1.5101  -0.37
C -1.4995 -4.3930 2.4241  -0.71
H -4.1470 -6.7290 -0.0363  0.28
H -2.9010 -7.9585 0.2569  0.40
H -3.3741 -6.8440 1.5395  0.26
H -1.9900 -6.0920 -1.0888  0.36
H -1.1644 -6.1841 0.4520  0.32
H -3.5851 -4.6925 1.9112  0.37
H -2.9316 -3.1279 1.4669  0.31
H -1.2219 -5.4451 2.5102  0.32
H -1.7211 -4.0229 3.4268  0.36
H -0.6319 -3.8556 2.0386  0.02
C 7.2910 4.6633 0.2053  -1.03
C 7.2039 3.3030 0.8760  -0.31
O 5.9885 3.0829 1.5653  -0.44
C 4.8076 3.1388 0.7758  -0.51
C 4.7716 2.1216 -0.3500  -0.66
H 7.1551 5.4595 0.9408  0.29
H 8.2635 4.7895 -0.2735  0.38
H 6.5236 4.7916 -0.5588  0.26
H 7.9940 3.2242 1.6249  0.34
H 7.3817 2.5009 0.1520  0.32
H 4.6598 4.1527 0.3890  0.34
H 3.9788 2.9443 1.4586  0.26
H 5.5775 2.2764 -1.0683  0.21
H 3.8272 2.1887 -0.8924  0.28
H 4.8764 1.1094 0.0472  0.24
C -4.7536 -1.0011 7.6457  -1.16
C -3.3385 -0.8248 7.1219  -0.31
O -3.0174 -1.6821 6.0431  -0.38
C -3.8177 -1.5451 4.8794  0.07
C -3.7645 -0.1574 4.2659  -0.73
H -4.9179 -2.0348 7.9578  0.31
H -4.9272 -0.3446 8.5000  0.40
H -5.5019 -0.7674 6.8870  0.24
H -2.6320 -1.0647 7.9181  0.37
H -3.1528 0.2190 6.8469  0.34
H -4.8507 -1.8415 5.0940  0.35
H -3.4318 -2.2676 4.1586  -0.20
H -4.1458 0.6068 4.9445  0.12
H -4.3644 -0.1229 3.3554  0.39
H -2.7355 0.1090 4.0169  0.18
C -0.2672 -1.1209 -11.2384  -1.10
C -0.1747 -0.5619 -9.8275  -0.26
O 0.2947 -1.4940 -8.8749  -0.43
C 1.5898 -2.0209 -9.1016  -0.41
C 2.6834 -0.9674 -9.1475  -0.96
H -0.9152 -2.0006 -11.2584  0.26
H -0.6734 -0.3700 -11.9186  0.40
H 0.7077 -1.4268 -11.6217  0.27
H -1.1707 -0.2676 -9.4952  0.38
H 0.4379 0.3445 -9.8053  0.25
H 1.5965 -2.6304 -10.0141  0.31
H 1.7857 -2.7025 -8.2726  0.35
H 2.5387 -0.2621 -9.9678  0.28
H 3.6575 -1.4426 -9.2825  0.40
H 2.6990 -0.3902 -8.2194  0.24
C -7.4276 3.7119 6.0957  -1.05
C -6.0140 3.8922 5.5690  -0.34
O -5.6936 3.0366 4.4882  -0.37
C -6.4917 3.1693 3.3240  -0.32
C -6.4439 4.5551 2.7043  -1.08
H -7.5887 2.6774 6.4064  0.27
H -7.6007 4.3664 6.9513  0.39
H -8.1785 3.9449 5.3394  0.27
H -5.3058 3.6523 6.3635  0.35
H -5.8304 4.9366 5.2954  0.30
H -7.5243 2.8713 3.5368  0.31
H -6.1017 2.4461 2.6069  0.31
H -6.8310 5.3197 3.3800  0.27
H -7.0422 4.5813 1.7927  0.39
H -5.4165 4.8257 2.4558  0.31

Results
Strongest force on any atom in eV Å⁻¹: 0.8
Energy in Eh: -1895.0939
Net charge: -1
Relative energy (zero: lowest compared OMol25 entry of this formula, charge and spin) in kJ/mol: 0.0
Kohn-Sham gap in eV: 5.439
Lowest unoccupied orbital energy in eV: 1.9

***

Below is C32H84AsF12N6O10 as an isolated structure in a non-equilibrium geometry, with properties calculated with the ωB97M-V functional and the def2-TZVPD basis.

Each line ends with the Mulliken charge.
Element x y z (Å)
C -0.8226 3.8536 -4.8304  -1.46
C -1.2180 3.5349 -3.3398  0.60
C -2.4641 2.6461 -3.3421  -1.01
O -2.7230 2.1455 -2.0591  0.18
C -3.8697 2.6472 -1.2760  -1.02
N -0.1212 2.5868 -2.7921  0.28
H -0.1392 1.6498 -3.1688  0.17
H 0.7420 3.1106 -2.8179  0.43
H -0.2751 2.4704 -1.8007  -0.25
H -1.2576 4.7383 -5.2952  0.40
H -0.8362 3.0099 -5.5204  0.35
H 0.2403 4.0883 -4.7733  0.42
H -1.3769 4.4207 -2.7248  0.43
H -2.3495 1.6824 -3.8384  0.10
H -3.3569 3.0290 -3.8366  0.55
H -4.7506 2.7384 -1.9114  0.44
H -3.6785 3.5444 -0.6872  0.32
H -4.2643 1.8931 -0.5950  0.23
C -6.8114 -6.9488 -0.3110  -1.35
C -5.3687 -6.3608 -0.1765  0.11
C -5.2515 -5.2309 0.9547  -0.74
O -3.8603 -4.9090 0.8822  -0.23
C -3.4114 -3.7783 1.6455  -0.46
N -4.4391 -7.5126 0.1973  -0.24
H -4.4800 -8.2353 -0.5070  0.37
H -3.4946 -7.1653 0.1120  0.32
H -4.5339 -7.9117 1.1202  0.35
H -6.9035 -7.5292 -1.2290  0.42
H -7.4929 -6.1094 -0.4495  0.38
H -7.1257 -7.5710 0.5270  0.38
H -4.9885 -5.9530 -1.1131  0.27
H -5.3035 -5.6742 1.9491  0.38
H -5.9018 -4.3575 0.9064  0.46
H -2.3385 -3.6484 1.5036  -0.16
H -3.5736 -4.1493 2.6575  0.45
H -4.0212 -2.8763 1.5952  0.30
C 4.3728 2.7294 2.8076  -1.12
C 5.1415 1.3978 2.8596  0.33
C 4.3890 0.1680 2.2066  -0.56
O 5.2141 -0.9333 1.8633  -0.46
C 4.5399 -2.2443 1.5807  -0.10
N 6.4666 1.4656 2.1236  -0.27
H 7.1436 2.1981 2.2821  0.34
H 6.9809 0.6153 2.3038  0.38
H 6.3020 1.3122 1.1390  0.28
H 3.3008 2.5363 2.7663  -0.07
H 4.5411 3.4330 1.9924  0.43
H 4.4755 3.2079 3.7816  0.37
H 5.4429 1.1713 3.8823  0.42
H 3.9434 0.5918 1.3066  0.19
H 3.5833 -0.2248 2.8267  0.57
H 4.8852 -3.0928 2.1715  0.34
H 4.6210 -2.5040 0.5252  0.00
H 3.4709 -2.2058 1.7902  -0.14
C 0.3143 3.3862 3.7403  -1.20
C -0.8854 4.3373 3.9744  0.10
C -1.2500 4.1301 5.4357  -0.85
O -1.3229 2.7670 5.8399  -0.28
C -1.3709 2.6813 7.2403  -0.77
N -0.5682 5.7885 3.6116  0.22
H -1.4006 6.2480 3.2709  0.33
H -0.1123 6.2738 4.3710  0.42
H 0.0517 5.7984 2.8143  -0.34
H 1.2264 3.6684 4.2661  0.38
H 0.6965 3.4356 2.7206  -0.03
H 0.0460 2.3487 3.9393  0.71
H -1.7334 4.0937 3.3343  0.27
H -2.2663 4.5157 5.5162  0.45
H -0.5308 4.6594 6.0607  0.46
H -0.5488 3.1599 7.7725  0.34
H -1.3044 1.6164 7.4633  0.25
H -2.2887 3.1557 7.5875  0.32
C -3.5723 -2.2356 -4.3458  -1.55
C -2.7056 -1.4097 -3.4096  0.22
C -3.5357 -0.7689 -2.2716  -0.55
O -4.3202 -1.7912 -1.8470  -0.24
C -5.5578 -1.3521 -1.3081  -0.90
N -1.5899 -2.3579 -2.8854  0.26
H -1.8659 -2.9020 -2.0806  0.34
H -1.1756 -3.0330 -3.5120  0.44
H -0.9043 -1.7220 -2.5036  -0.49
H -4.0872 -3.0035 -3.7686  0.31
H -3.0416 -2.8589 -5.0655  0.42
H -4.3057 -1.6779 -4.9283  0.39
H -2.1374 -0.6910 -4.0001  0.25
H -4.0767 0.0636 -2.7214  0.56
H -3.0034 -0.4199 -1.3868  0.32
H -6.1826 -0.9076 -2.0828  0.40
H -5.5337 -0.6835 -0.4475  0.33
H -6.1706 -2.1894 -0.9741  0.28
C 4.9093 -0.5299 -2.8729  -1.33
C 3.9784 -1.5850 -3.4416  0.13
C 3.5514 -2.7688 -2.5204  -0.21
O 2.3856 -3.4864 -2.9503  -0.46
C 2.0390 -4.7707 -2.2239  -0.51
N 2.5936 -0.8711 -3.8022  -0.01
H 2.7310 -0.0376 -4.3559  0.36
H 2.0373 -1.5619 -4.2853  0.44
H 2.0278 -0.7587 -2.9731  -0.18
H 5.3231 0.1230 -3.6415  0.41
H 5.6388 -1.0246 -2.2317  0.40
H 4.4400 0.2258 -2.2430  0.25
H 4.2359 -2.0259 -4.4046  0.41
H 3.3720 -2.4277 -1.5008  -0.15
H 4.3857 -3.4280 -2.2807  0.76
H 1.2426 -5.3122 -2.7344  0.32
H 1.8029 -4.6085 -1.1722  -0.05
H 2.9131 -5.4217 -2.2373  0.34
As 4.8115 -6.3707 0.4449  1.96
F 5.5856 -7.9937 0.5946  -0.48
F 6.3068 -5.5965 1.1198  -0.49
F 4.0367 -4.7246 0.1168  -0.35
F 3.4086 -7.1280 -0.3227  -0.47
F 4.1729 -6.3348 2.1629  -0.50
F 5.5648 -6.3709 -1.1808  -0.47
C 1.1787 -0.1270 -0.4286  -0.10
O 1.4611 -1.3460 0.2057  0.19
O 0.6111 -0.4256 -1.7126  -0.13
C 0.3405 0.7507 0.4877  0.34
F 0.9870 0.8300 1.5940  -0.16
F 0.2401 2.0062 0.0626  -0.33
F -0.8778 0.4007 0.7948  -0.26
C 0.4843 -2.3983 0.2352  0.11
C 0.8056 -3.5747 1.2814  -1.35
H -0.1295 -4.1317 1.3403  0.29
H 1.5564 -4.3063 0.9829  0.03
H 1.0116 -3.1617 2.2688  0.44
H 0.3050 -2.8534 -0.7389  -0.25
H -0.5334 -2.0608 0.4313  0.36
H 2.1181 0.3923 -0.6180  -0.16
C 1.5654 6.3428 0.7135  -0.42
O 0.2608 6.8304 0.7713  0.07
O 2.0577 6.1304 2.0807  -0.83
C 1.6829 5.1810 -0.3753  0.87
F 0.5651 4.5448 -0.6565  -0.29
F 2.1581 5.7374 -1.5534  -0.34
F 2.6218 4.2221 -0.0564  -0.25
C 0.0760 8.2032 0.8769  -0.39
C -1.4637 8.3991 0.9281  -1.12
H -1.7190 9.4538 0.8252  0.37
H -1.8508 7.8443 0.0734  0.28
H -1.9371 7.8360 1.7323  0.19
H 0.3536 8.7951 0.0047  0.41
H 0.4595 8.5139 1.8487  0.30
H 2.1372 7.1476 0.2515  0.33

Results
Strongest force on any atom in eV Å⁻¹: 5.0
Energy in Eh: -5783.6522
Net charge: +3
Relative energy (zero: lowest compared OMol25 entry of this formula, charge and spin) in kJ/mol: 594.4
Kohn-Sham gap in eV: 6.093
Lowest unoccupied orbital energy in eV: -6.6